An isolated molecule of C2H3NO2S, computed with ωB97M-V/def2-TZVPD.

The calculation puts the frontier orbital gap at 0.2927 Ha. The HOMO energy is -0.3363 Ha. The energy above the lowest of the compared OMol25 structures with the same formula, charge and spin is 291.3 kJ/mol. The SMILES is O=CC(=S)NO. As for the multiplicity: 1.

Last column: Löwdin charge in e.
CARTESIAN COORDINATES (ANGSTROEM)
C (-0.7201, -0.0705, -0.0575)  -0.767
C (-0.0367, 1.3063, 0.1249)  -0.201
H (1.6829, -0.3158, 0.0566)  0.068
H (-0.4029, -2.0565, -0.1250)  0.148
H (-0.6762, 2.0702, 0.5364)  0.099
N (0.0481, -1.1567, -0.2575)  -0.042
O (1.3872, -1.2319, 0.0999)  0.007
O (1.1114, 1.4978, -0.2956)  0.038
S (-2.3935, -0.0429, -0.0822)  0.651